Entry from the OMol25 dataset: 13 unconnected molecules or ions with the total composition C4H35N2O14 (the ωB97M-V functional and the def2-TZVPD basis).

XYZ file:
```
55
Properties=species:S:1:pos:R:3:forces:R:3:mulliken_charge:R:1
C 0.229509 1.111293 1.029337 0.6 -1.2 1.0 -0.3853
N -0.780085 0.534743 1.948829 -0.5 1.1 -1.8 0.2147
C -1.892241 -0.293858 1.473866 -2.0 -1.4 0.5 -0.8384
O -2.900888 0.582926 1.074914 0.3 0.4 1.1 -0.6257
C 0.604590 0.225587 -0.163820 -1.6 0.0 -1.7 0.0455
N 1.840868 -0.575243 -0.243784 -1.6 0.6 1.7 0.0612
C 3.057354 0.062766 -0.651311 1.2 0.5 1.6 -0.5157
O 3.971875 0.384096 0.433378 -0.7 1.0 0.8 -0.5881
H 1.143986 1.340625 1.618703 -0.8 0.5 -0.2 0.3642
H -0.240867 2.059410 0.688722 0.4 -0.1 0.3 0.1954
H -1.255603 1.217145 2.552718 0.8 0.0 0.4 0.3819
H -2.312396 -0.786220 2.366619 0.5 -0.1 -0.3 0.4383
H -1.686134 -1.042176 0.717926 0.5 0.0 0.0 0.5278
H 0.530649 0.924438 -1.052978 0.3 -1.1 0.7 0.3431
H -0.278126 -0.484181 -0.309243 1.3 0.9 -0.2 -0.1717
H 1.892395 -1.049475 0.689800 0.7 0.0 -1.5 0.1075
H 2.903691 0.958199 -1.257675 -0.3 -0.4 -0.2 0.3899
H 3.719936 -0.648865 -1.071484 -0.1 -0.8 -1.5 0.3154
H 3.875081 1.297704 0.760283 -0.2 -0.4 -0.3 0.3024
H 0.964174 -0.525810 3.006977 1.9 -1.0 0.0 0.3326
H 2.311632 -0.091818 2.483128 0.8 0.2 -0.1 0.3272
O 1.898401 -0.878385 2.842954 -2.4 0.9 0.4 -0.6667
H -3.330457 1.427958 -2.307266 -0.6 0.0 -0.2 0.1789
H -2.757003 2.655191 -0.766947 0.3 -0.5 0.4 0.5180
O -2.772606 1.290552 -1.545374 0.0 -0.1 0.1 -1.0551
H 2.007368 -3.010003 3.296003 0.1 0.0 0.2 0.3374
H 1.586217 -3.323713 1.872602 0.3 -0.3 -0.3 0.3663
O 1.604251 -3.699040 2.766119 0.5 -0.2 0.2 -0.7338
H -1.293716 -0.816471 -4.405462 1.1 -1.0 -0.3 0.3698
H -2.045560 0.269372 -3.993900 -0.3 1.8 0.7 0.2398
O -2.131034 -0.429648 -4.609763 -0.7 -0.8 -0.6 -0.6895
H -3.009096 0.707261 0.112611 0.4 0.1 -1.0 0.4045
H -2.337524 2.658411 0.747330 -0.5 -0.2 0.0 0.3419
O -2.484262 3.237263 -0.002108 0.4 1.2 0.2 -0.8534
H 0.234058 -3.189365 0.070353 -0.6 0.2 -0.5 0.3356
H 1.542035 -3.360123 -0.728023 -0.2 0.2 -0.8 0.3055
O 1.111092 -3.549615 0.095742 0.6 -0.6 1.6 -0.6352
H 2.048408 3.546719 2.334778 -0.7 1.0 0.6 0.2702
H 1.771360 3.488923 0.744928 -0.8 0.8 0.1 0.3436
O 2.268300 3.179722 1.500735 1.5 -1.6 -0.8 -0.6347
H -2.618008 -1.373518 -2.506622 0.2 -0.4 0.1 0.3825
H -2.571514 -0.163450 -1.574481 1.1 -1.3 -0.1 0.2968
O -2.163221 -1.140138 -1.683459 -0.9 1.0 0.0 -0.6343
H -0.287042 -2.334972 -2.411362 -1.7 0.2 -0.1 0.3170
H 0.870638 -1.672912 -1.673139 0.0 -0.5 -0.7 0.2946
O 0.639120 -2.397674 -2.302894 1.8 0.6 0.5 -0.7538
H -1.373993 1.328363 -2.463447 0.4 1.5 0.3 0.5493
H -0.292934 2.532914 -3.004471 -1.0 -0.1 0.2 0.2406
O -0.561202 1.607445 -2.978434 0.8 -1.0 -0.3 -0.7115
H -0.248322 -3.771121 2.315154 1.2 -0.9 0.2 0.3654
H -0.454985 -2.431093 2.949288 0.9 0.5 0.7 0.2950
O -0.905725 -3.138412 2.533553 -2.8 0.5 -0.8 -0.6399
H -0.903579 3.733340 -0.376605 0.7 0.3 -0.4 0.5372
H 0.188702 2.898556 -1.079625 -0.1 1.4 0.2 0.3053
O 0.073521 3.790370 -0.649399 -0.4 -1.7 0.0 -0.8094
```
Positions in Å, forces in eV/Å.

Charge = 0
HOMO-LUMO gap (alpha / beta) = 9.7 / 5.1 eV
2S+1 = 2
Molar mass = 335.3 g mol⁻¹
HOMO energy (alpha / beta) = -10.47 / -10.44 eV
Relative energy (zero: lowest compared OMol25 entry of this formula, charge and spin) = 102.11 kJ/mol
E_LUMO (alpha / beta) = -0.0285 / -0.1966 Ha